1.
Here is a 10-piece molecular cluster, C21H62N3O9S10 overall at a distorted geometry from OMol25. Energies are from ωB97M-V/def2-TZVPD.

Last column: Mulliken charge in e.
Element x y z (Å)
N 4.37 -0.12 -1.53  -0.297
C 3.25 0.35 -2.01  0.560
N 2.81 1.64 -1.90  -0.291
C 1.31 1.54 -1.79  -0.400
C 1.09 0.01 -1.85  -0.218
S -0.46 -0.61 -2.41  -0.074
N 2.30 -0.38 -2.64  -0.326
H 4.57 -1.11 -1.57  0.174
H 5.03 0.47 -1.05  0.213
H 3.27 2.08 -1.11  0.325
H 0.84 2.00 -2.64  0.226
H 0.92 1.95 -0.87  0.353
H 1.29 -0.35 -0.83  0.196
H -1.22 -0.44 -1.31  0.235
H 2.51 -1.37 -2.73  0.297
C -2.28 3.47 -6.10  -0.879
S -2.78 3.16 -4.40  0.366
O -1.54 3.18 -3.57  -0.543
C -3.22 1.43 -4.65  -0.861
H -1.93 4.49 -6.16  0.318
H -1.47 2.79 -6.38  0.233
H -3.13 3.33 -6.76  0.399
H -2.35 0.89 -5.02  0.193
H -4.04 1.36 -5.36  0.425
H -3.53 1.01 -3.70  0.333
C -4.62 0.82 0.86  -0.818
S -3.11 1.75 0.60  0.556
O -2.16 0.80 -0.06  -0.597
C -2.63 1.86 2.32  -1.058
H -5.04 0.62 -0.12  0.089
H -4.40 -0.12 1.36  0.317
H -5.32 1.42 1.44  0.444
H -2.53 0.85 2.74  0.407
H -3.37 2.44 2.86  0.395
H -1.68 2.38 2.37  0.225
C -5.18 -3.73 -5.59  -1.000
S -3.84 -2.70 -5.00  0.511
O -4.44 -1.44 -4.47  -0.519
C -3.17 -2.31 -6.62  -0.965
H -5.76 -4.05 -4.72  0.309
H -5.81 -3.16 -6.27  0.293
H -4.77 -4.60 -6.09  0.393
H -3.94 -1.83 -7.23  0.307
H -2.83 -3.23 -7.10  0.421
H -2.33 -1.63 -6.49  0.280
C 1.02 5.52 -7.89  -0.895
S 0.92 4.02 -8.88  0.438
O -0.33 3.33 -8.49  -0.561
C 2.27 3.16 -8.05  -0.869
H 0.23 6.18 -8.21  0.321
H 0.88 5.27 -6.83  0.248
H 1.99 5.99 -8.04  0.388
H 2.04 3.07 -6.99  0.232
H 3.20 3.71 -8.21  0.367
H 2.35 2.17 -8.50  0.326
C -7.52 -0.65 -2.03  -0.858
S -8.17 -1.02 -0.40  0.441
O -7.02 -1.01 0.54  -0.557
C -8.54 -2.75 -0.73  -0.945
H -7.19 0.39 -2.02  0.296
H -6.68 -1.30 -2.25  0.201
H -8.31 -0.77 -2.77  0.450
H -7.63 -3.26 -1.04  0.280
H -9.30 -2.81 -1.51  0.378
H -8.93 -3.19 0.18  0.326
C 6.55 -3.51 1.47  -0.810
S 5.10 -4.19 0.67  0.438
O 5.15 -3.76 -0.77  -0.648
C 3.92 -3.11 1.48  -0.481
H 7.42 -4.03 1.08  0.359
H 6.63 -2.44 1.24  0.235
H 6.47 -3.66 2.54  0.319
H 4.17 -2.07 1.26  0.185
H 3.97 -3.29 2.55  0.060
H 2.93 -3.35 1.09  0.372
C -2.00 7.38 2.11  -0.990
S -1.32 5.72 2.02  0.530
O -2.42 4.78 2.36  -0.555
C -0.28 5.86 3.48  -0.925
H -2.72 7.49 1.31  0.314
H -2.50 7.51 3.07  0.312
H -1.20 8.11 1.99  0.377
H -0.89 6.10 4.34  0.304
H 0.47 6.64 3.32  0.368
H 0.22 4.90 3.63  0.296
C 2.78 -3.35 5.88  -0.967
S 4.11 -2.25 5.41  0.438
O 4.95 -2.99 4.41  -0.594
C 4.97 -2.31 6.97  -0.913
H 2.13 -3.49 5.01  0.320
H 3.19 -4.31 6.19  0.297
H 2.21 -2.90 6.69  0.402
H 5.23 -3.34 7.21  0.224
H 4.34 -1.90 7.75  0.389
H 5.88 -1.71 6.88  0.388
C 6.99 -4.40 11.06  -0.943
S 5.36 -4.49 10.32  0.517
O 5.08 -3.15 9.72  -0.584
C 4.44 -4.57 11.86  -0.975
H 7.72 -4.30 10.26  0.307
H 7.04 -3.53 11.72  0.312
H 7.18 -5.32 11.62  0.368
H 4.67 -3.69 12.46  0.308
H 4.71 -5.48 12.39  0.379
H 3.38 -4.58 11.62  0.317

Results
Largest force on an atom: 1.9 eV Å⁻¹
E_tot: -154020.6608 eV
Orbital gap: 7.7 eV
Multiplicity: 1
Charge: +1
Energy relative to the best compared isomer or geometry (same formula, charge and spin): 0.0000 eV
M: 821.4 g mol⁻¹



2.
Here is C21H63Ag3N13O11 as an isolated structure at a distorted geometry from OMol25. Energies are from ωB97M-V/def2-TZVPD.

Last column: Mulliken charge in e.
Element x y z (Å)
Ag -1.81 2.85 0.59  0.210
Ag 1.95 3.84 -0.53  0.477
Ag -2.48 -1.30 0.13  1.106
O 0.05 2.50 -0.99  -0.229
C 0.25 1.13 -0.80  1.253
C 0.10 0.50 0.56  1.821
O -1.15 0.57 1.19  0.605
H 1.23 0.86 -1.23  0.217
H -0.43 0.55 -1.45  -1.465
H 0.90 0.92 1.21  -0.909
H 0.41 -0.55 0.44  -0.738
C -5.19 -1.25 2.62  -1.132
C -5.64 -0.38 1.47  0.304
C -6.53 0.75 2.01  -0.706
O -7.87 0.32 2.07  -0.331
C -8.70 1.27 2.70  -0.726
N -4.46 0.17 0.77  -0.213
H -5.97 -1.69 3.24  0.489
H -4.57 -0.63 3.27  0.044
H -4.53 -2.05 2.26  0.153
H -6.28 -0.88 0.74  0.388
H -6.48 1.65 1.37  0.389
H -6.16 1.04 3.00  0.318
H -8.90 2.13 2.06  0.288
H -8.25 1.63 3.63  0.321
H -9.64 0.79 2.94  0.255
H -4.69 1.03 0.27  0.230
H -3.90 0.59 1.53  -0.118
C -1.79 -2.01 -4.40  -1.497
C -2.14 -2.10 -2.90  0.297
C -0.90 -2.69 -2.25  -0.400
O -1.09 -3.00 -0.88  -0.363
C 0.04 -3.47 -0.19  -0.592
N -2.50 -0.76 -2.39  -0.182
H -0.86 -1.47 -4.58  0.328
H -2.54 -1.40 -4.89  0.416
H -1.80 -2.99 -4.87  0.455
H -3.02 -2.74 -2.81  0.323
H -0.06 -1.99 -2.32  -0.209
H -0.65 -3.60 -2.81  0.482
H 0.79 -2.68 -0.01  0.074
H 0.56 -4.25 -0.75  0.435
H -0.24 -3.82 0.80  0.082
H -3.17 -0.43 -3.08  0.297
H -1.71 -0.13 -2.44  -0.492
C 6.00 -4.98 -2.40  -1.471
C 5.51 -3.74 -3.14  0.280
C 4.47 -2.95 -2.32  -0.344
O 4.17 -1.79 -3.10  -0.431
C 3.23 -0.97 -2.44  -0.507
N 6.68 -2.90 -3.42  -0.682
H 6.65 -5.52 -3.08  0.361
H 5.17 -5.61 -2.07  0.377
H 6.55 -4.72 -1.48  0.362
H 4.97 -4.08 -4.03  0.330
H 4.87 -2.65 -1.35  0.171
H 3.56 -3.56 -2.23  0.247
H 2.25 -1.46 -2.51  0.146
H 3.12 -0.06 -3.04  0.304
H 3.49 -0.65 -1.42  0.327
H 6.32 -1.99 -3.67  0.310
H 7.27 -2.86 -2.60  0.254
C 2.14 7.19 -2.53  -1.067
C 0.89 6.61 -1.90  -0.201
O 0.74 5.25 -2.34  -0.447
H 2.14 7.01 -3.61  0.295
H 3.07 6.82 -2.11  0.270
H 2.07 8.27 -2.41  0.355
H 0.00 7.20 -2.12  0.335
H 1.03 6.67 -0.81  0.248
H -0.09 4.91 -1.98  0.231
C 3.67 -2.33 2.71  0.496
O 2.98 -3.20 3.22  -0.616
N 3.11 -1.12 2.31  -0.016
N 4.99 -2.49 2.40  -0.368
H 2.13 -1.15 2.12  -0.035
H 3.56 -0.23 2.40  0.173
H 5.47 -3.33 2.67  0.230
H 5.43 -1.71 1.95  0.129
C -1.22 -2.55 2.96  0.427
O -2.09 -2.52 2.09  -0.625
N -1.03 -3.64 3.76  -0.413
N -0.37 -1.52 3.17  0.143
H -1.51 -4.50 3.56  0.295
H -0.18 -3.75 4.28  0.161
H 0.43 -1.68 3.76  0.242
H -0.50 -0.71 2.59  -0.633
C -1.32 2.33 -4.48  0.382
O -1.66 2.51 -5.62  -0.666
N -0.01 2.39 -4.07  -0.150
N -2.20 2.12 -3.43  -0.201
H 0.65 2.68 -4.77  0.199
H 0.23 2.31 -3.10  0.037
H -1.84 2.24 -2.50  0.071
H -3.17 2.27 -3.65  0.221
C -1.51 1.65 4.69  0.336
O -1.83 2.07 5.78  -0.681
N -2.25 0.76 3.95  0.132
N -0.31 1.90 4.07  -0.111
H -1.90 0.61 3.01  -0.392
H -3.07 0.36 4.35  0.105
H -0.15 1.57 3.13  0.212
H 0.43 2.38 4.55  0.087
C 3.48 2.57 2.23  0.634
O 3.27 2.67 1.02  -0.489
N 4.51 1.81 2.70  -0.524
N 2.66 3.08 3.18  -0.393
H 4.66 1.68 3.69  0.166
H 5.15 1.35 2.08  0.256
H 1.90 3.68 2.91  0.166
H 2.96 3.11 4.14  0.204

Results
Largest force on an atom: 1.6 eV Å⁻¹
E_tot: -76686.6896 eV
Orbital gap: 6.8 eV
Multiplicity: 1
Charge: +1
M: 997.4 g mol⁻¹



3.
Here is C21H63AgB2F3N5O9SV as an isolated structure at a distorted geometry from OMol25. Energies are from ωB97M-V/def2-TZVPD.

Last column: Mulliken charge in e.
Element x y z (Å)
O -2.61 0.62 0.08  -0.077
V -1.78 -0.51 0.89  -0.134
Ag 0.94 2.64 -0.93  0.162
B 0.16 0.77 0.79  3.180
H 0.18 -0.34 0.96  -0.268
H 1.17 1.24 1.09  -0.689
H -0.15 0.97 -0.30  -0.926
H -0.64 1.16 1.49  -0.188
B -2.63 -0.06 2.92  1.034
H -1.55 -0.40 2.97  -0.267
H -3.12 -0.02 3.97  -0.177
H -2.63 0.96 2.46  -0.345
H -3.17 -0.78 2.25  -0.400
C -1.87 -2.56 -3.23  0.603
F -1.72 -2.62 -4.55  -0.221
F -3.12 -2.26 -2.95  -0.203
F -1.61 -3.76 -2.74  -0.201
S -0.73 -1.25 -2.60  1.458
O 0.63 -1.68 -2.88  -0.745
O -1.13 -0.05 -3.33  -0.786
O -1.04 -1.14 -1.16  -0.789
C 1.39 -5.11 -1.69  -1.165
C 2.75 -4.87 -1.10  0.912
C 2.69 -4.53 0.39  -1.177
O 1.99 -3.31 0.57  -0.198
C 2.73 -2.16 0.21  -0.574
N 3.56 -6.12 -1.36  -0.856
H 1.42 -5.51 -2.71  0.437
H 0.81 -4.18 -1.72  0.122
H 0.78 -5.83 -1.14  0.262
H 3.34 -4.16 -1.68  0.171
H 3.69 -4.44 0.84  0.479
H 2.18 -5.30 0.97  0.345
H 2.75 -2.04 -0.88  0.257
H 3.76 -2.23 0.58  0.403
H 2.33 -1.26 0.66  -0.219
H 3.85 -6.04 -2.33  0.311
H 4.43 -5.98 -0.86  0.277
C -1.30 -4.94 1.05  -1.394
C -1.74 -3.51 0.65  1.675
C -3.23 -3.23 0.77  -1.416
O -3.51 -1.90 0.37  0.279
C -4.74 -1.77 -0.32  -0.997
N -0.98 -2.51 1.42  0.094
H -1.86 -5.65 0.44  0.403
H -1.41 -5.23 2.09  0.368
H -0.25 -5.02 0.78  0.102
H -1.50 -3.37 -0.40  -0.915
H -3.59 -3.30 1.80  0.328
H -3.70 -4.01 0.16  0.496
H -5.60 -2.11 0.27  0.311
H -4.73 -2.46 -1.16  0.357
H -4.91 -0.76 -0.66  0.137
H -1.16 -2.72 2.41  0.350
H -0.01 -2.79 1.28  0.047
C 2.93 1.77 3.81  -1.272
C 1.53 1.92 4.37  1.019
C 1.46 2.38 5.81  -0.800
O 2.12 1.48 6.67  -0.306
C 2.32 1.97 7.97  -0.771
N 0.78 2.80 3.44  -0.790
H 2.97 1.29 2.83  -0.025
H 3.54 1.10 4.42  0.418
H 3.40 2.75 3.69  0.317
H 1.02 0.94 4.30  0.105
H 0.42 2.45 6.14  0.385
H 1.94 3.37 5.82  0.359
H 2.88 2.91 7.94  0.335
H 2.99 1.29 8.50  0.253
H 1.41 2.03 8.57  0.282
H -0.18 2.72 3.79  0.414
H 0.65 2.20 2.63  -0.181
C 3.19 3.31 -3.86  -1.489
C 2.72 1.93 -3.45  0.391
C 3.46 1.43 -2.20  -0.389
O 3.35 2.36 -1.13  -0.269
C 4.14 1.99 -0.02  -0.663
N 1.25 1.97 -3.23  -0.430
H 2.55 3.78 -4.61  0.384
H 4.17 3.26 -4.35  0.383
H 3.27 3.96 -2.99  0.305
H 2.89 1.22 -4.27  0.431
H 4.52 1.31 -2.47  0.561
H 3.14 0.42 -1.90  0.046
H 3.85 2.66 0.79  0.235
H 5.21 2.08 -0.22  0.345
H 3.96 0.96 0.32  0.125
H 0.77 2.28 -4.07  0.259
H 0.90 1.01 -3.13  -0.037
C -3.95 3.72 -0.77  -1.527
C -3.32 2.87 -1.88  0.423
C -3.70 3.48 -3.26  -0.731
O -3.32 4.84 -3.34  -0.288
C -3.93 5.46 -4.42  -0.820
N -1.86 2.88 -1.71  -0.189
H -3.73 4.78 -0.92  0.372
H -3.69 3.40 0.23  0.314
H -5.04 3.69 -0.90  0.407
H -3.58 1.81 -1.84  0.034
H -4.78 3.38 -3.35  0.421
H -3.19 2.91 -4.04  0.422
H -4.98 5.73 -4.28  0.306
H -3.84 4.84 -5.33  0.316
H -3.46 6.38 -4.80  0.272
H -1.46 3.80 -1.86  0.364
H -1.48 2.20 -2.36  -0.061

Results
Largest force on an atom: 5.2 eV Å⁻¹
E_tot: -98699.4767 eV
<S²>: 0.79
Orbital gap (alpha / beta): 8.7 / 8.8 eV
Multiplicity: 2
Charge: 0
Energy relative to the best compared isomer or geometry (same formula, charge and spin): 1.6604 eV
M: 799.3 g mol⁻¹



4.
Here is C21H63B4O2PRb2V as an isolated structure at a distorted geometry from OMol25. Energies are from ωB97M-V/def2-TZVPD.

Last column: Mulliken charge in e.
Element x y z (Å)
Rb -30.99 4.81 -3.09  0.568
Rb -27.11 4.48 -1.26  0.870
V -28.24 4.72 -6.06  0.390
C -26.55 0.00 -3.82  -1.066
C -25.50 0.06 -4.91  -0.598
C -24.27 0.85 -4.53  -0.789
C -24.50 2.36 -4.71  -0.234
P -23.08 3.46 -4.61  0.889
C -21.78 2.86 -3.49  -1.351
C -20.56 3.80 -3.17  -0.582
C -19.46 3.13 -2.19  -0.733
C -19.85 2.99 -0.70  -1.196
C -22.28 3.51 -6.22  -0.721
C -21.49 2.15 -6.71  -0.876
C -22.19 1.53 -7.95  -0.329
C -21.62 0.15 -8.50  -1.381
C -23.73 5.21 -4.27  -0.337
C -22.89 6.36 -4.85  -0.882
C -23.53 7.74 -4.62  -0.881
C -24.98 7.90 -5.09  -0.802
H -26.03 -0.24 -2.89  0.371
H -27.40 -0.63 -4.05  0.359
H -27.02 0.93 -3.50  0.008
H -25.90 0.42 -5.86  0.322
H -25.17 -0.93 -5.21  0.392
H -23.41 0.45 -5.08  0.341
H -24.00 0.63 -3.50  0.424
H -25.12 2.70 -3.88  0.407
H -24.99 2.56 -5.66  0.097
H -21.46 1.86 -3.79  0.720
H -22.35 2.69 -2.58  0.611
H -21.10 4.59 -2.65  0.312
H -20.21 4.08 -4.17  0.409
H -18.49 3.62 -2.27  0.419
H -19.12 2.15 -2.52  0.373
H -19.07 2.47 -0.13  0.386
H -20.86 2.70 -0.45  0.265
H -19.87 3.96 -0.20  0.336
H -21.64 4.38 -6.36  0.862
H -23.12 3.60 -6.90  -0.138
H -21.32 1.44 -5.90  0.416
H -20.53 2.55 -7.04  0.487
H -22.11 2.24 -8.78  0.447
H -23.26 1.42 -7.78  0.147
H -20.54 0.09 -8.41  0.343
H -21.99 0.00 -9.51  0.406
H -22.11 -0.71 -8.04  0.323
H -23.82 5.23 -3.19  0.554
H -24.67 5.12 -4.83  0.068
H -22.82 6.23 -5.93  0.322
H -21.85 6.42 -4.51  0.396
H -22.89 8.47 -5.10  0.462
H -23.31 8.04 -3.59  0.437
H -25.76 7.57 -4.40  0.236
H -25.07 7.22 -5.94  0.051
H -24.99 8.97 -5.32  0.424
B -29.74 4.38 -7.73  0.904
H -29.04 3.57 -7.66  -0.351
H -29.16 5.28 -7.89  -0.142
H -30.40 4.27 -8.58  -0.214
H -30.31 4.44 -6.82  -0.287
B -32.61 5.39 -5.50  1.103
H -32.95 5.77 -4.55  -0.464
H -31.89 6.04 -5.96  -0.315
H -32.11 4.47 -5.28  -0.701
H -33.46 5.28 -6.16  -0.300
B -28.92 6.59 -5.00  0.433
H -28.25 6.88 -5.80  -0.207
H -29.65 5.93 -5.43  -0.149
H -28.34 5.97 -4.33  -0.320
H -29.38 7.46 -4.57  -0.185
B -28.43 3.15 -4.35  2.356
H -29.32 3.53 -4.83  -0.658
H -28.59 2.13 -4.02  -0.235
H -27.62 3.08 -5.06  -0.400
H -28.13 3.81 -3.55  -1.044
C -26.42 4.48 -9.72  -1.570
C -25.68 4.31 -8.46  -0.035
O -26.37 4.36 -7.22  -0.461
H -25.74 4.58 -10.57  0.519
H -26.90 5.45 -9.84  0.345
H -27.06 3.64 -9.99  0.274
H -24.95 5.12 -8.45  0.304
H -25.03 3.44 -8.43  0.268
C -31.07 0.97 -6.97  -0.448
C -32.10 1.72 -7.69  0.625
O -32.49 2.82 -7.23  -0.521
C -32.69 1.11 -8.99  -1.341
H -30.25 1.67 -6.79  -0.210
H -30.81 0.10 -7.58  0.320
H -31.42 0.56 -6.02  0.302
H -31.97 0.82 -9.76  0.345
H -33.41 1.86 -9.32  0.344
H -33.20 0.17 -8.73  0.357

Results
Largest force on an atom: 5.1 eV Å⁻¹
E_tot: -65866.6154 eV
<S²>: 6.01
Orbital gap (alpha / beta): 4.3 / 3.2 eV
Multiplicity: 5
Charge: +1
M: 643.8 g mol⁻¹